# 1
The following is a DFT calculation (ωB97M-V/def2-TZVPD) of a 22-piece molecular cluster, C25H94O22 overall in a non-equilibrium geometry.

Results
molar mass: 747.005 g/mol
charge: 0
E_LUMO: -0.1795 eV
calculated total energy: -2664.00106 Eh

The geometry in XYZ format:
```
141
Properties=species:S:1:pos:R:3:mulliken_charge:R:1
C 2.499 -17.233 22.659 -0.271
O 2.211 -17.463 24.034 -0.553
H 3.547 -17.375 22.395 0.359
H 1.847 -17.809 22.002 0.202
H 2.365 -16.199 22.342 -0.035
H 2.658 -16.780 24.538 0.308
C 6.682 -13.198 22.447 -0.679
C 6.349 -14.692 22.058 0.469
O 6.508 -15.650 23.132 -0.576
H 7.738 -13.114 22.702 0.369
H 6.219 -12.767 23.335 0.051
H 6.468 -12.524 21.618 0.111
H 7.018 -14.968 21.244 0.095
H 5.333 -14.684 21.662 -0.171
H 5.726 -15.577 23.684 0.332
C 4.697 -15.512 18.604 0.262
C 4.986 -16.839 19.323 -0.005
O 4.966 -17.829 18.357 -0.574
H 3.840 -15.527 17.930 -0.622
H 5.509 -15.234 17.933 0.375
H 4.540 -14.708 19.323 0.052
H 4.234 -16.936 20.107 -0.188
H 5.984 -16.931 19.752 0.314
H 4.253 -18.377 18.694 0.355
C 0.139 -12.276 16.490 -0.744
C -0.992 -11.987 17.425 -0.019
O -2.217 -12.250 16.756 -0.555
H 0.279 -11.600 15.647 0.432
H 0.034 -13.267 16.048 0.329
H 1.110 -12.337 16.981 0.007
H -0.955 -11.000 17.885 0.303
H -0.968 -12.654 18.286 -0.084
H -2.762 -12.760 17.360 0.345
C 3.753 -11.398 14.163 -1.122
C 4.221 -10.443 15.273 1.194
O 5.638 -10.486 15.416 -0.623
H 4.086 -10.987 13.210 0.450
H 2.667 -11.455 14.240 0.212
H 4.088 -12.394 14.453 0.163
H 3.809 -10.738 16.238 -0.075
H 4.058 -9.382 15.085 -0.501
H 5.840 -9.817 16.075 0.429
C 8.378 -13.243 18.395 -1.311
C 7.187 -12.355 18.105 0.362
O 7.643 -11.022 17.840 -0.667
H 9.025 -12.907 19.205 0.419
H 9.097 -13.268 17.576 0.370
H 8.008 -14.213 18.728 0.277
H 6.523 -12.329 18.969 -0.020
H 6.591 -12.757 17.286 0.131
H 8.075 -10.706 18.637 0.305
C 3.618 -6.439 16.642 -0.129
C 3.565 -6.355 15.126 -0.458
O 2.215 -6.202 14.732 -0.569
H 4.658 -6.679 16.862 0.065
H 2.878 -7.190 16.920 -0.123
H 3.427 -5.490 17.144 0.339
H 3.863 -7.272 14.619 0.132
H 4.193 -5.500 14.874 0.400
H 1.819 -7.038 14.988 0.315
C -0.222 -10.071 20.956 -0.502
C -0.146 -9.944 22.508 -0.574
O 0.771 -8.898 22.798 -0.432
H 0.677 -10.489 20.504 -0.065
H -0.359 -9.067 20.554 0.428
H -1.051 -10.757 20.779 0.374
H 0.176 -10.868 22.989 0.063
H -1.115 -9.633 22.897 0.418
H 0.442 -8.063 22.457 0.249
C 4.283 -10.780 25.270 -0.924
C 2.750 -10.478 25.212 0.366
O 2.110 -11.476 26.019 -0.528
H 4.821 -10.237 24.492 0.070
H 4.472 -11.853 25.238 0.311
H 4.703 -10.434 26.215 0.435
H 2.401 -10.744 24.214 -0.491
H 2.390 -9.480 25.461 0.382
H 2.109 -11.057 26.883 0.312
C 1.641 -13.243 22.477 -0.298
C 0.777 -13.812 21.402 -0.425
O 1.567 -14.003 20.207 0.592
H 1.112 -13.126 23.423 0.659
H 1.971 -12.225 22.275 -0.655
H 2.541 -13.809 22.718 -0.002
H -0.118 -13.286 21.070 0.296
H 0.489 -14.811 21.729 0.418
H 1.649 -14.922 19.941 -0.298
C 3.367 -6.503 23.967 -0.522
C 2.511 -5.834 25.068 -0.623
O 3.334 -5.509 26.165 -0.548
H 4.044 -5.881 23.382 0.509
H 2.647 -6.980 23.301 -0.158
H 4.043 -7.255 24.373 0.295
H 1.654 -6.460 25.318 0.325
H 2.075 -4.897 24.721 0.354
H 3.959 -4.865 25.822 0.316
C 3.031 -14.735 15.406 0.131
C 3.058 -16.123 14.798 -0.818
O 1.784 -16.694 14.946 -0.522
H 4.020 -14.301 15.559 0.257
H 2.417 -14.770 16.306 -0.558
H 2.445 -14.021 14.827 0.437
H 3.732 -16.658 15.467 0.329
H 3.417 -16.063 13.771 0.357
H 1.141 -16.171 14.462 0.332
C 0.254 -15.661 17.635 -0.536
C 0.988 -16.933 18.079 -0.405
O 1.419 -16.761 19.429 -0.534
H 0.855 -14.766 17.795 -0.477
H -0.573 -15.599 18.343 0.535
H -0.073 -15.786 16.603 0.414
H 1.889 -17.082 17.483 0.206
H 0.365 -17.820 17.967 0.459
H 1.793 -17.607 19.685 0.201
O 6.539 -8.567 17.301 -0.594
H 7.207 -7.934 17.038 0.250
H 7.015 -9.390 17.407 0.434
O 5.030 -8.522 19.669 -0.491
H 5.449 -8.412 18.816 0.268
H 4.602 -9.377 19.619 -0.061
O 1.605 -9.543 17.589 -0.425
H 2.010 -10.228 18.120 0.185
H 1.557 -8.785 18.172 0.269
O 3.103 -11.332 19.690 0.663
H 2.536 -12.093 19.819 -0.254
H 3.051 -10.851 20.515 -0.114
O 7.671 -9.923 23.162 -0.608
H 7.915 -9.564 24.015 0.298
H 6.939 -9.377 22.873 0.347
O 3.368 -9.777 22.007 0.069
H 2.560 -9.536 22.459 -0.117
H 4.005 -9.119 22.286 -0.016
O 1.520 -7.523 19.333 -0.559
H 0.771 -7.349 19.904 0.232
H 2.178 -6.880 19.598 0.364
O 5.897 -7.927 22.202 -0.514
H 5.651 -8.077 21.289 0.325
H 6.340 -7.079 22.194 0.280
O 3.734 -6.047 20.058 -0.752
H 4.460 -5.470 20.296 0.334
H 4.121 -6.922 20.030 0.297
```

---

# 2
The following is a DFT calculation (ωB97M-V/def2-TZVPD) of a 17-piece molecular cluster, C11H50Cl2F7N3O21PS overall in a non-equilibrium geometry.

Results
molar mass: 827.454 g/mol
charge: +1
E_LUMO: -3.8246 eV
relative energy (zero: lowest compared OMol25 entry of this formula, charge and spin): 94.5 kcal/mol
calculated total energy: -4552.08806 Eh

The geometry in XYZ format:
```
96
Properties=species:S:1:pos:R:3:mulliken_charge:R:1
C -0.196 2.913 0.954 -0.544
N 0.432 1.683 0.403 0.691
C 0.237 1.457 -1.093 -0.147
Cl -1.280 2.165 -1.786 -0.220
C 0.219 -0.110 -1.415 0.826
Cl 0.693 -0.229 -3.218 -0.136
C -1.195 -0.821 -1.395 -1.788
C -1.975 -0.840 -0.019 1.017
O -2.797 0.313 0.252 -0.344
C -3.001 -2.124 -0.097 -0.661
N -4.409 -1.775 0.211 -0.461
O 1.096 -0.796 -0.532 -0.156
C 2.188 -0.053 0.006 -0.456
N 2.928 -1.068 0.843 -0.328
S 3.465 0.312 -1.331 -0.062
C 1.783 1.262 0.896 0.469
C 2.921 2.320 1.120 0.490
F 2.684 2.942 2.396 -0.304
F 4.099 1.555 1.496 -0.426
C 3.466 3.406 0.144 0.835
F 4.787 3.043 -0.265 -0.154
F 3.741 4.570 0.930 -0.283
C 2.844 3.976 -1.176 0.189
F 3.131 3.278 -2.370 -0.224
F 1.513 4.354 -1.255 -0.196
F 3.540 5.200 -1.406 -0.287
P 1.411 0.493 2.634 0.664
O 0.552 -0.782 2.515 -0.726
O 0.439 1.512 3.610 -0.346
O 2.707 0.151 3.599 -0.545
H -1.240 2.662 1.374 0.111
H 0.324 3.387 1.856 0.211
H -0.401 3.776 0.248 0.471
H -0.189 0.918 0.782 -0.099
H 1.105 1.886 -1.707 0.158
H -1.906 -0.483 -2.230 0.345
H -0.986 -1.923 -1.658 0.442
H -1.243 -1.105 0.809 -0.151
H -3.000 0.302 1.211 0.283
H -2.683 -2.870 0.717 0.272
H -2.899 -2.690 -1.080 0.234
H -4.524 -1.411 1.156 0.262
H -4.824 -1.170 -0.500 0.242
H 2.273 -1.857 1.018 0.210
H 3.690 -1.489 0.300 0.395
H 3.349 -0.802 -2.166 0.346
H 1.015 2.123 4.127 0.314
H 3.483 -0.250 3.159 0.422
O -2.353 1.735 3.989 -0.543
H -2.701 1.023 4.538 0.304
H -1.495 1.931 4.377 0.267
O -1.639 -5.070 -0.258 -0.616
H -1.974 -5.781 0.314 0.293
H -0.769 -4.865 0.108 0.307
O -6.175 -0.150 1.485 -0.586
H -7.032 -0.071 1.046 0.288
H -6.378 -0.017 2.420 0.283
O 6.692 0.879 0.388 -0.650
H 5.811 1.146 0.689 0.353
H 6.613 0.871 -0.573 0.340
O -3.075 3.527 0.448 -0.569
H -3.728 3.396 1.149 0.259
H -3.477 3.112 -0.324 0.265
O 7.191 -1.734 -1.164 -0.603
H 7.726 -2.052 -1.900 0.293
H 7.832 -1.332 -0.566 0.313
O -1.524 -5.462 -2.998 -0.654
H -2.376 -5.383 -3.442 0.319
H -1.731 -5.329 -2.057 0.392
O 1.143 -4.289 -2.669 -0.576
H 1.826 -4.953 -2.815 0.267
H 0.368 -4.643 -3.133 0.313
O -0.217 6.056 0.329 -0.602
H 0.315 5.734 -0.410 0.313
H 0.429 6.453 0.926 0.344
O -3.311 -7.131 0.333 -0.629
H -3.951 -7.251 1.045 0.307
H -3.720 -7.565 -0.425 0.293
O 6.185 4.747 -3.422 -0.659
H 5.386 4.636 -2.893 0.317
H 6.683 5.425 -2.952 0.322
O -5.437 -5.321 1.513 -0.692
H -4.972 -4.667 0.973 0.275
H -5.044 -5.223 2.389 0.338
O 7.762 0.195 -2.924 -0.562
H 6.830 0.437 -2.964 0.268
H 8.225 1.042 -2.951 0.308
O -0.868 4.370 -4.202 -0.604
H -1.212 3.657 -3.649 0.372
H -0.003 4.565 -3.824 0.292
O -5.939 2.864 0.919 -0.628
H -5.641 1.950 1.025 0.384
H -6.827 2.864 1.296 0.283
O -6.779 -7.478 3.161 -0.634
H -6.329 -6.922 2.513 0.363
H -7.708 -7.236 3.072 0.317
```

---

# 3
The following is a DFT calculation (ωB97M-V/def2-TZVPD) of C41H35CrN3O5PS as an isolated structure in a non-equilibrium geometry.

Results
spin multiplicity: 4
molar mass: 764.784 g/mol
charge: 0
E_LUMO (spin up / spin down): -0.7525 / -0.9925 eV
calculated total energy: -3907.97124 Eh

The geometry in XYZ format:
```
87
Properties=species:S:1:pos:R:3:mulliken_charge:R:1
Cr 0.527 1.312 -0.402 -0.319
C -3.572 -1.452 1.914 -1.321
C -3.084 -2.660 1.162 1.700
C -3.592 -3.911 1.488 -1.085
C -3.305 -5.019 0.708 -0.912
C -2.587 -4.867 -0.465 -1.116
C -2.079 -3.625 -0.834 0.821
C -1.521 -3.414 -2.217 -1.074
C -2.227 -2.564 0.057 -0.700
N -1.580 -1.293 -0.230 1.287
C -2.474 -0.415 -0.848 0.574
O -3.403 -0.873 -1.474 -0.619
C -2.467 1.079 -0.606 0.646
C -3.734 1.646 -0.698 -1.410
C -3.919 3.001 -0.490 -0.940
C -2.802 3.768 -0.219 -0.608
C -1.569 3.154 -0.172 0.150
N -1.380 1.828 -0.340 1.002
C -0.322 3.963 0.045 -0.242
O -0.393 5.121 0.429 -0.721
N 0.768 3.242 -0.262 0.620
C 2.065 3.768 0.009 -0.086
C 2.489 4.005 1.324 1.219
C 1.562 3.846 2.497 -1.222
C 3.811 4.382 1.531 -1.100
C 4.682 4.553 0.471 -0.980
C 4.234 4.369 -0.827 -1.144
C 2.928 3.978 -1.075 1.161
C 2.414 3.787 -2.475 -1.049
H -3.829 -1.707 2.941 0.496
H -4.471 -1.076 1.418 0.311
H -2.848 -0.645 1.938 0.016
H -4.244 -4.008 2.348 0.479
H -3.694 -5.991 0.982 0.438
H -2.447 -5.712 -1.129 0.490
H -0.943 -4.272 -2.560 0.455
H -0.914 -2.512 -2.292 -0.042
H -2.369 -3.284 -2.892 0.385
H -4.562 1.000 -0.940 0.606
H -4.904 3.442 -0.546 0.467
H -2.842 4.836 -0.053 0.612
H 0.709 4.520 2.409 0.253
H 2.088 4.079 3.422 0.465
H 1.194 2.821 2.563 0.074
H 4.155 4.539 2.546 0.365
H 5.712 4.832 0.658 0.410
H 4.908 4.530 -1.660 0.388
H 3.180 4.046 -3.205 0.449
H 1.539 4.417 -2.647 0.252
H 2.106 2.751 -2.633 0.074
O 4.103 0.432 1.320 -0.748
S 2.800 0.242 0.774 1.675
O 1.665 0.605 1.644 -0.490
O 2.547 0.900 -0.530 -0.588
C 2.577 -1.483 0.382 -0.630
C 3.684 -2.307 0.298 -0.665
C 3.530 -3.624 -0.105 -0.897
C 2.273 -4.084 -0.462 -0.893
C 1.163 -3.256 -0.376 -0.075
C 1.290 -1.946 0.072 0.686
P -0.077 -0.782 0.475 0.610
C -0.264 -1.282 2.244 0.920
C -0.225 -2.621 2.624 -0.488
C -0.413 -2.978 3.951 -0.818
C -0.640 -2.003 4.909 -0.715
C -0.662 -0.665 4.542 -0.930
C -0.477 -0.308 3.218 -0.169
C 0.239 0.725 -2.346 1.321
C -0.826 1.073 -3.182 -0.692
C -0.948 0.573 -4.472 -0.775
C 0.009 -0.289 -4.983 -0.735
C 1.103 -0.616 -4.195 -0.787
C 1.209 -0.123 -2.901 -0.168
H 4.650 -1.897 0.564 0.636
H 4.387 -4.282 -0.154 0.386
H 2.144 -5.107 -0.794 0.467
H 0.196 -3.638 -0.650 0.381
H -0.050 -3.393 1.891 0.406
H -0.380 -4.023 4.230 0.474
H -0.804 -2.284 5.942 0.414
H -0.823 0.098 5.293 0.491
H -0.479 0.738 2.936 0.224
H -1.586 1.768 -2.840 0.426
H -1.793 0.867 -5.084 0.418
H -0.091 -0.700 -5.979 0.389
H 1.886 -1.250 -4.593 0.438
H 2.088 -0.391 -2.331 0.527
```

---

# 4
The following is a DFT calculation (ωB97M-V/def2-TZVPD) of a single C4H7NO molecule.

Results
structure (SMILES): C=CN(C)C=O
molar mass: 85.106 g/mol
charge: 0
E_LUMO: 0.9443 eV
relative energy (zero: lowest compared OMol25 entry of this formula, charge and spin): 30.7 kcal/mol
calculated total energy: -286.58265 Eh

The geometry in XYZ format:
```
13
Properties=species:S:1:pos:R:3:mulliken_charge:R:1
C 1.497 -0.446 -0.445 -0.945
N 0.066 -0.263 -0.246 0.026
C -1.070 1.641 0.726 -0.680
C -0.327 0.551 0.848 -0.143
C -0.781 -1.231 -0.720 0.065
O -0.415 -2.203 -1.346 -0.556
H 2.003 0.441 -0.057 0.393
H 1.713 -0.537 -1.511 0.281
H 1.869 -1.341 0.066 0.317
H -1.346 2.210 1.605 0.263
H -1.403 1.992 -0.245 0.273
H 0.036 0.211 1.819 0.365
H -1.843 -1.026 -0.494 0.341
```

---

# 5
The following is a DFT calculation (ωB97M-V/def2-TZVPD) of C50H54AsBrInN4O3PSSi2 as an isolated structure in a non-equilibrium geometry.

Results
molar mass: 1147.864 g/mol
charge: 0
E_LUMO: -0.1537 eV
calculated total energy: -8701.00289 Eh

The geometry in XYZ format:
```
118
Properties=species:S:1:pos:R:3:mulliken_charge:R:1
In 0.277 -1.117 -0.271 -0.650
C 6.804 0.665 -3.405 -0.486
C 5.491 0.291 -3.650 -0.647
C 4.607 0.125 -2.596 -0.565
C 5.023 0.315 -1.279 0.552
C 6.339 0.705 -1.044 -0.389
C 7.222 0.880 -2.100 -0.692
P 3.790 -0.099 0.041 0.678
C 4.741 0.484 1.498 0.677
C 5.156 -0.321 2.553 -0.438
C 5.799 0.235 3.650 -0.724
C 6.032 1.598 3.710 -0.536
C 5.613 2.414 2.667 -0.769
C 4.963 1.861 1.576 -0.780
C 4.140 -1.907 -0.014 0.505
C 5.368 -2.379 0.382 -0.440
C 5.727 -3.720 0.216 -1.284
C 4.903 -4.567 -0.456 -0.923
C 3.669 -4.120 -0.970 1.207
C 2.898 -4.974 -1.789 -0.931
C 1.765 -4.522 -2.384 -1.315
C 1.280 -3.241 -2.072 -0.675
C 1.926 -2.389 -1.208 0.955
C 3.212 -2.785 -0.688 -0.455
H 7.503 0.785 -4.223 0.366
H 5.158 0.127 -4.667 0.416
H 3.581 -0.171 -2.790 0.389
H 6.687 0.870 -0.033 0.273
H 8.244 1.179 -1.900 0.403
H 4.968 -1.382 2.533 0.577
H 6.103 -0.401 4.472 0.390
H 6.534 2.031 4.567 0.382
H 5.787 3.482 2.710 0.423
H 4.634 2.501 0.763 0.448
H 6.086 -1.703 0.831 0.706
H 6.682 -4.065 0.592 0.421
H 5.212 -5.587 -0.651 0.373
H 3.244 -5.987 -1.960 0.343
H 1.202 -5.154 -3.059 0.429
H 0.349 -2.933 -2.533 1.014
Br -2.281 5.149 3.104 -0.192
C -1.282 4.643 1.568 -0.406
C -0.754 5.626 0.747 -0.376
C 0.026 5.250 -0.337 -0.881
C 0.282 3.911 -0.588 -0.445
C -0.250 2.941 0.252 0.155
C -1.052 3.302 1.328 -0.232
C 0.090 1.492 0.047 0.382
O 0.464 1.108 -1.081 -1.013
O 0.005 0.735 1.049 0.873
H -0.934 6.670 0.962 0.474
H 0.457 6.014 -0.972 0.435
H 0.900 3.594 -1.416 0.549
H -1.466 2.530 1.957 0.780
C -4.470 -1.083 -2.080 -1.027
Si -3.928 -2.236 -0.659 1.068
C -4.758 -3.878 -1.169 -1.233
C -4.792 -1.706 0.951 -1.220
As -1.667 -2.903 -0.796 0.278
Si -1.493 -4.042 1.253 0.698
C -2.586 -5.597 1.201 -1.338
C -2.042 -3.054 2.791 -0.158
C 0.272 -4.697 1.443 -0.612
H -5.267 -1.556 -2.654 0.613
H -3.639 -0.889 -2.760 0.092
H -4.839 -0.122 -1.718 0.253
H -5.843 -3.781 -1.244 0.372
H -4.537 -4.681 -0.466 0.231
H -4.373 -4.181 -2.144 0.295
H -5.806 -1.363 0.737 0.485
H -4.262 -0.900 1.462 0.084
H -4.861 -2.552 1.637 0.376
H -3.643 -5.362 1.333 0.318
H -2.308 -6.305 1.985 0.433
H -2.474 -6.105 0.241 0.335
H -2.454 -2.092 2.476 -0.626
H -1.188 -2.885 3.445 0.611
H -2.813 -3.574 3.363 0.432
H 0.530 -5.330 0.592 0.170
H 0.388 -5.286 2.355 0.489
H 0.999 -3.885 1.482 -0.167
C -4.485 3.006 -3.808 -1.270
N -3.279 2.604 -3.096 -0.245
N -3.413 2.062 -1.819 1.774
C -2.474 1.047 -1.633 -0.315
O -2.341 0.402 -0.589 -0.631
C -1.776 0.962 -2.890 -0.870
C -2.299 1.883 -3.730 0.473
C -1.954 2.170 -5.148 -1.830
C -4.143 2.747 -0.832 0.051
C -4.689 2.036 0.233 0.107
C -5.468 2.696 1.169 -0.785
C -5.716 4.055 1.046 -0.658
C -5.139 4.767 0.006 -0.740
C -4.344 4.122 -0.927 -0.046
H -5.278 3.196 -3.093 0.503
H -4.814 2.226 -4.500 0.321
H -4.300 3.923 -4.367 0.375
H -0.954 0.294 -3.077 0.477
H -0.987 1.733 -5.379 0.437
H -1.911 3.245 -5.323 0.374
H -2.699 1.743 -5.823 0.325
H -4.495 0.977 0.310 0.077
H -5.893 2.141 1.995 0.471
H -6.336 4.563 1.773 0.400
H -5.298 5.835 -0.074 0.404
H -3.871 4.679 -1.725 0.557
S 1.139 -1.473 2.834 -0.328
C 0.530 -0.060 3.471 0.159
N -0.826 0.010 3.722 0.170
C -1.404 1.078 4.293 -0.290
C -0.643 2.146 4.654 -0.629
C 0.730 2.055 4.343 -0.224
N 1.286 1.005 3.803 -0.344
H -1.375 -0.770 3.382 -0.277
H -2.475 1.041 4.441 0.421
H -1.073 3.017 5.120 0.603
H 1.393 2.892 4.543 0.422
```